1.
Computed, not measured: 7 unconnected molecules or ions with the total composition C4H25N2O6S at a distorted geometry, with ωB97M-V/def2-TZVPD.

The geometry in XYZ format:
```
38
Properties=species:S:1:pos:R:3:mulliken_charge:R:1
N -2.046 0.819 -0.351 -0.170
C -1.259 0.083 -1.414 0.310
C 0.117 0.735 -1.518 -0.276
S 0.761 1.691 -2.943 -0.208
C -1.165 -1.403 -1.145 -1.094
N -0.913 -1.697 0.259 -0.075
C 0.491 -2.066 0.611 -0.860
H -1.479 1.292 0.346 0.113
H -2.638 0.197 0.209 0.386
H -2.583 1.572 -0.769 0.452
H -1.811 0.273 -2.341 0.500
H 0.366 1.343 -0.640 0.056
H 0.869 -0.050 -1.412 -0.150
H 1.862 2.086 -2.287 0.157
H -2.140 -1.836 -1.373 0.563
H -0.481 -1.832 -1.881 0.179
H -1.495 -2.455 0.583 0.281
H 0.506 -1.876 1.691 0.296
H 1.218 -1.516 0.033 0.179
H 0.606 -3.131 0.445 0.352
H 2.360 -3.004 -1.167 0.281
H 1.428 -3.305 -2.505 0.301
O 1.564 -3.339 -1.569 -0.607
H 3.238 2.079 1.566 0.310
H 2.340 3.275 1.527 0.303
O 2.403 2.374 1.183 -0.597
H -1.418 0.544 2.254 0.419
H -2.644 -0.212 2.845 0.290
O -2.403 0.474 2.215 -0.589
H 0.578 1.602 2.201 0.285
H 0.793 0.048 2.387 0.286
O 0.186 0.782 2.519 -0.651
H 3.475 -0.378 -0.671 0.281
H 3.963 -1.634 -1.351 0.332
O 3.230 -1.005 -1.359 -0.613
H -2.254 3.684 1.678 0.299
H -3.275 2.777 1.149 0.306
O -2.350 3.008 0.995 -0.625
```

gap between HOMO and LUMO: 0.3356 Ha
HOMO level: -11.84 eV
net charge: +1
ΔE to the lowest compared entry with this formula, charge and spin: 46.7 kcal/mol


2.
Computed, not measured: a single C2H9N2P molecule at a distorted geometry, with ωB97M-V/def2-TZVPD.

The geometry in XYZ format:
```
14
Properties=species:S:1:pos:R:3:mulliken_charge:R:1
C -1.526 0.795 0.370 -0.805
N -0.781 0.015 -0.516 -0.479
N 0.532 -0.302 -0.208 0.191
C 0.720 -1.688 0.233 -0.807
P 1.793 0.757 -0.207 -0.168
H -1.418 1.906 0.173 0.301
H -2.495 0.402 0.510 0.340
H -1.095 0.528 1.395 0.276
H -0.758 0.340 -1.501 0.267
H 1.521 -1.729 0.945 0.343
H -0.165 -1.832 0.926 0.248
H 0.752 -2.300 -0.655 0.282
H 0.898 1.787 0.177 0.007
H 2.021 1.321 -1.641 0.005
```

SMILES: CNN(C)P
gap between HOMO and LUMO: 0.3435 Ha
HOMO level: -8.33 eV
net charge: 0
ΔE to the lowest compared entry with this formula, charge and spin: 54.9 kcal/mol


3.
Computed, not measured: a molecular structure, C21H35ClIN3O6PdSi2 at a distorted geometry, with ωB97M-V/def2-TZVPD.

The geometry in XYZ format:
```
70
Properties=species:S:1:pos:R:3:lowdin_spin:R:1
Pd -5.561 -0.441 20.268 1.045
C -8.155 -2.414 21.389 0.008
Si -8.012 -1.425 19.791 0.065
C -7.103 -2.432 18.575 0.013
C -9.742 -1.056 19.247 0.020
C -7.235 0.492 19.930 0.336
C -7.457 1.313 18.767 0.041
C -8.574 2.170 18.807 0.027
C -8.969 2.868 17.663 0.001
C -8.122 2.773 16.548 0.019
C -7.010 1.933 16.565 0.000
N -6.668 1.242 17.655 0.027
Si -7.285 1.201 21.694 0.085
C -7.648 2.999 21.741 0.012
C -8.580 0.521 22.934 0.012
C -5.896 0.948 22.909 0.034
H -8.536 -3.469 21.275 0.000
H -8.820 -1.889 22.140 0.000
H -7.140 -2.413 21.932 0.003
H -6.580 -3.257 19.108 0.000
H -6.314 -1.947 17.975 0.001
H -7.829 -2.882 17.814 0.002
H -10.383 -1.913 19.442 0.002
H -9.685 -0.893 18.137 0.000
H -10.147 -0.187 19.724 0.000
H -9.121 2.253 19.735 0.002
H -9.842 3.523 17.621 0.000
H -8.316 3.301 15.623 0.001
H -6.322 1.924 15.725 0.000
H -8.674 3.336 21.511 0.000
H -7.031 3.532 20.977 0.000
H -7.392 3.364 22.771 0.001
H -9.526 0.207 22.497 0.000
H -8.803 1.267 23.733 0.001
H -8.232 -0.353 23.499 0.000
H -5.011 1.423 22.513 0.000
H -5.661 -0.106 23.077 0.001
H -6.223 1.408 23.854 0.004
N -1.618 0.794 17.080 0.001
C -1.936 1.307 18.462 0.004
C -3.378 1.317 18.907 0.008
N -3.934 -0.015 18.953 0.110
H -1.472 1.535 16.363 0.000
H -2.324 0.183 16.745 0.000
H -0.567 -0.144 17.133 0.000
H -1.518 2.310 18.535 0.001
H -1.409 0.710 19.171 0.000
H -3.980 1.927 18.263 0.000
H -3.419 1.698 19.929 0.002
H -3.220 -0.788 18.990 0.002
H -4.581 -0.193 18.150 0.001
I 2.815 -6.333 20.609 0.000
C 1.880 -5.059 19.206 0.000
C 0.541 -5.315 18.959 0.000
C -0.237 -4.288 18.429 0.000
C 0.335 -3.018 18.254 0.000
C 1.767 -2.880 18.266 0.000
C 2.516 -3.896 18.775 0.000
C -0.516 -1.915 17.824 0.000
O 0.208 -0.958 17.222 0.000
O -1.760 -1.861 17.950 0.001
H 0.180 -6.290 19.180 0.000
H -1.308 -4.456 18.285 0.000
H 2.185 -1.914 17.931 0.000
H 3.601 -3.829 18.793 0.000
O -3.614 -0.916 21.980 0.012
Cl -3.534 -2.328 21.463 0.002
O -4.161 -3.338 22.261 0.003
O -2.169 -2.556 21.090 0.014
O -4.402 -2.257 20.066 0.077
```

gap between HOMO and LUMO (alpha / beta): 0.2935 / 0.2516 Ha
HOMO level (alpha / beta): -7.68 / -8.61 eV
net charge: 0
ΔE to the lowest compared entry with this formula, charge and spin: 6.7 kcal/mol
spin multiplicity: 3


4.
Computed, not measured: a single H3N3OS3 molecule at a distorted geometry, with ωB97M-V/def2-TZVPD.

The geometry in XYZ format:
```
10
Properties=species:S:1:pos:R:3:lowdin_spin:R:1
N -0.291 -0.463 -2.013 0.160
N -0.349 -1.805 0.270 0.266
N -1.575 0.555 0.329 0.217
O 1.186 1.691 -1.516 0.112
S 0.962 -1.313 1.276 0.731
S -1.504 -0.771 -0.424 0.158
S 1.089 0.000 -1.724 0.344
H -0.375 -2.750 0.013 0.002
H -1.417 0.643 1.274 0.010
H 0.321 2.105 -1.661 0.000
```

gap between HOMO and LUMO (alpha / beta): 0.2827 / 0.2508 Ha
HOMO level (alpha / beta): -7.50 / -9.41 eV
net charge: 0
spin multiplicity: 3


Number 1 is which compound?
C4H25N2O6S


Among the records above, which one has the highest net charge?
C4H25N2O6S